# 1
{
  "formula": "CH2FLaLiO",
  "method": "ωB97M-V/def2-TZVPD",
  "total_energy_ev": -6879.3761,
  "multiplicity": 2,
  "lumo_ev": [-9.7, -13.2],
  "charge": 2,
  "elements": ["La", "F", "O", "C", "Li", "H", "H"],
  "xyz": [[-0.6663, -1.7377, 0.7559], [0.2202, 1.1541, -0.4563], [-1.5627, -0.1325, 1.6855], [0.7350, -0.2317, -0.6216], [-1.2214, 1.4689, 0.6929], [0.6996, -0.3768, -1.7110], [1.7956, -0.1443, -0.3453]],
  "forces_ev_per_a": [[-1.800, 0.451, 2.120], [0.358, -2.595, 0.142], [1.394, -1.521, -1.883], [1.239, 4.028, -1.766], [-0.461, 0.583, 0.623], [-0.566, -0.529, 0.103], [-0.164, -0.417, 0.661]],
  "lowdin_charge": [2.081, -0.189, -0.762, -0.136, 0.801, 0.101, 0.104]
}


# 2
{
  "formula": "CH2FLiOY",
  "method": "ωB97M-V/def2-TZVPD",
  "total_energy_ev": -7063.2701,
  "multiplicity": 2,
  "lumo_ev": [-9.8, -10.3],
  "charge": 2,
  "relative_energy_kcal_mol": 45.9,
  "elements": ["Y", "F", "O", "C", "Li", "H", "H"],
  "xyz": [[-1.3277, 0.8066, -1.2253], [1.3425, -1.5141, 0.7022], [0.0371, 0.3204, 0.3504], [-0.0858, -1.2490, 0.5305], [1.9115, 0.2602, 0.0729], [-0.6087, -1.3311, 1.4949], [-0.3617, -2.1778, 0.0090]],
  "forces_ev_per_a": [[0.394, 0.088, 0.911], [-1.578, 0.371, -0.138], [-2.096, -3.037, -2.756], [2.713, 1.420, 3.324], [0.577, -0.168, 0.561], [0.573, 0.166, -0.127], [-0.584, 1.160, -1.774]],
  "lowdin_charge": [1.783, -0.123, -0.593, -0.166, 0.819, 0.132, 0.147]
}


# 3
{
  "formula": "CH2FNO2",
  "method": "ωB97M-V/def2-TZVPD",
  "total_energy_ev": -9365.5498,
  "lumo_ev": [0.1, 0.7],
  "charge": 0,
  "relative_energy_kcal_mol": 107.2,
  "elements": ["F", "O", "O", "N", "C", "H", "H"],
  "xyz": [[1.3962, -1.2058, 0.1364], [1.4753, 0.9808, 0.4318], [-2.2548, -0.0301, 0.6528], [1.1693, 0.0332, -0.4640], [-1.7786, -0.1172, -0.4085], [-2.1752, -0.3409, -1.3941], [2.1679, 0.6800, 1.0457]],
  "forces_ev_per_a": [[0.123, 0.383, 0.236], [-0.093, -0.231, -0.081], [-0.571, -0.098, 0.018], [-0.011, 0.127, -0.126], [1.444, 0.347, 0.606], [-0.819, -0.239, -0.589], [-0.074, -0.290, -0.065]],
  "lowdin_charge": [-0.101, -0.027, 0.039, -0.005, -0.066, 0.050, 0.110]
}


# 4
{
  "formula": "CH2FNO2S",
  "method": "ωB97M-V/def2-TZVPD",
  "total_energy_ev": -20204.5041,
  "lumo_ev": 0.1,
  "charge": 0,
  "relative_energy_kcal_mol": 34.7,
  "elements": ["S", "F", "O", "O", "N", "C", "H", "H"],
  "xyz": [[-0.7133, -0.1829, -0.7527], [-0.4375, -0.7272, -2.2586], [0.3034, 1.7773, 0.7867], [-2.0581, -0.5010, -0.4223], [0.3705, -1.2630, 0.0054], [1.3177, -1.7724, 0.4524], [0.0569, 1.2992, 1.6961], [1.1603, 1.3701, 0.4929]],
  "forces_ev_per_a": [[0.019, 1.425, -1.469], [-0.116, -0.482, 0.577], [0.263, -1.784, 2.855], [-0.024, -0.747, 0.286], [-1.091, -0.147, -0.553], [0.915, -0.467, 0.511], [1.107, 1.624, -2.937], [-1.072, 0.577, 0.729]],
  "lowdin_charge": [0.913, -0.293, -0.187, -0.361, -0.234, 0.006, 0.118, 0.038]
}